Below is a structure of composition C20H15BrF2IrN3O4, with properties calculated with ωB97M-V with the def2-TZVPD basis set.

Last column: Löwdin charge in e.
Geometry (Å):
1 Ir 0.0743 -0.4566 -1.2185  1.297
2 O 0.0223 4.3752 1.3571  0.057
3 C 1.2676 3.9554 1.6099  -0.268
4 C 2.1848 4.8772 2.1185  -0.016
5 C 3.4831 4.5083 2.3927  -0.084
6 C 3.8968 3.1956 2.1924  -0.096
7 C 3.0067 2.2738 1.6871  -0.025
8 C 1.6937 2.6347 1.3689  -0.080
9 C 0.8188 1.6393 0.7446  -0.449
10 O 1.2849 0.5144 0.3976  -0.187
11 N -0.4664 1.9528 0.5802  0.012
12 N -1.2098 1.0972 -0.1150  -0.088
13 C -2.5065 1.1827 -0.0645  -0.052
14 C -3.4413 0.2809 -0.6462  -0.153
15 C -4.8008 0.4689 -0.3441  -0.058
16 C -5.7801 -0.3816 -0.7971  -0.105
17 C -5.4270 -1.4872 -1.5791  -0.086
18 C -4.1148 -1.7142 -1.8920  -0.019
19 C -3.0743 -0.8379 -1.4739  -0.371
20 O -1.8866 -1.0740 -1.8797  -0.212
21 H -0.4884 3.6093 0.9984  0.062
22 H 1.8484 5.8905 2.2823  0.115
23 H 4.1790 5.2462 2.7638  0.102
24 H 4.9112 2.9053 2.4235  0.097
25 H 3.3070 1.2510 1.5178  0.111
26 H -2.9323 1.9978 0.5223  0.137
27 H -5.0745 1.3151 0.2680  0.107
28 H -6.8169 -0.2017 -0.5607  0.095
29 H -6.1916 -2.1576 -1.9484  0.104
30 H -3.8175 -2.5519 -2.5082  0.111
31 O 2.8022 -5.7373 1.2575  0.102
32 C 2.2899 -4.6302 0.7060  -0.299
33 C 2.5972 -4.2029 -0.5893  0.019
34 C 2.0015 -3.0589 -1.0762  -0.103
35 N 1.1254 -2.3446 -0.3739  -0.091
36 C 0.8347 -2.7556 0.8575  -0.706
37 Br -0.4566 -1.7530 1.7925  0.876
38 C 1.3891 -3.8703 1.4538  -0.022
39 H 3.3750 -6.2091 0.6382  0.126
40 H 3.2884 -4.7565 -1.2054  0.120
41 H 2.2189 -2.6981 -2.0718  0.117
42 H 1.1268 -4.1601 2.4596  0.121
43 F 1.4031 -0.5978 -3.8725  -0.051
44 C 0.6719 0.3609 -3.1992  -0.353
45 F 1.5185 1.4353 -3.0957  -0.025
46 H -0.1357 0.6694 -3.8791  0.111

- E: -4114.35735 Ha
- Strongest force on any atom: 4.88 eV/Å
- Gap between HOMO and LUMO (alpha / beta): 6.33 / 6.33 eV
- Charge: 0
- LUMO (alpha / beta): -0.0411 / -0.0411 Eh